Entry from the Open Molecules 2025 dataset: a cluster of 3 separate species, C34H65Br2Cl2IN2O6 in total (the ωB97M-V functional and the def2-TZVPD basis).

HOMO-LUMO gap ... 8.74 eV
HOMO level ... -8.55 eV
Structure (SMILES) ... CCCCC[C@](O[C@](C)(C[C@H](C)O)[C@](I)(CCCCNC(C)=O)NCCO)([C@H](Cl)[C@@H](C)Cl)[C@@H](Br)[C@H](C)Br.C1CCOC1.C1CCOC1

XYZ file:
```
112
Properties=species:S:1:pos:R:3:lowdin_charge:R:1
C 4.02 -5.55 -1.18 -0.10
C 3.21 -4.25 -1.36 -0.25
C 1.83 -4.27 -0.71 -0.22
C 0.74 -3.60 -1.55 -0.21
C 1.05 -2.16 -2.05 -0.19
C 0.05 -0.97 -1.86 -0.43
O 0.10 -0.19 -0.67 -0.15
C 0.71 -0.39 0.61 -0.44
C 2.23 -0.57 0.51 -0.05
C 0.18 -1.62 1.42 -0.04
C -0.93 -1.57 2.49 -0.41
C -0.47 -2.33 3.74 -0.04
O -2.10 -2.21 1.98 -0.04
C 0.43 0.97 1.34 -0.61
I 1.53 2.53 0.20 1.14
C 0.89 0.92 2.81 -0.18
C 2.15 1.65 3.27 -0.26
C 1.92 3.10 3.70 -0.21
C 3.19 3.94 3.90 -0.17
N 4.44 3.20 4.04 0.04
C 5.22 3.00 2.92 -0.52
C 5.79 1.61 2.74 -0.01
O 5.45 3.90 2.09 0.03
N -0.95 1.33 1.15 -0.07
C -1.46 2.55 1.77 -0.20
C -2.14 3.46 0.76 -0.24
O -3.56 3.26 0.70 -0.06
C -1.38 -1.57 -2.06 -0.57
Cl -1.40 -2.60 -3.53 0.73
C -2.68 -0.74 -2.07 -0.75
C -2.90 0.17 -0.89 -0.14
Cl -3.09 0.07 -3.60 0.61
C 0.38 0.05 -3.02 -0.57
Br -0.44 1.80 -2.66 0.87
C 1.88 0.27 -3.29 -0.72
C 2.39 1.65 -3.65 -0.22
Br 2.38 -0.91 -4.79 0.76
H 5.00 -5.36 -0.77 0.06
H 3.51 -6.24 -0.50 0.06
H 4.15 -6.07 -2.13 0.07
H 3.07 -4.08 -2.43 0.11
H 3.81 -3.43 -1.00 0.10
H 1.52 -5.31 -0.59 0.11
H 1.86 -3.86 0.30 0.09
H 0.64 -4.23 -2.44 0.10
H -0.21 -3.71 -1.04 0.09
H 2.04 -1.89 -1.74 0.09
H 1.13 -2.25 -3.13 0.01
H 2.69 -0.32 1.46 0.08
H 2.48 -1.61 0.32 0.07
H 2.65 0.00 -0.30 0.04
H -0.17 -2.34 0.69 0.11
H 1.05 -2.09 1.88 0.11
H -1.20 -0.58 2.83 0.12
H -0.49 -3.39 3.51 0.09
H 0.55 -2.07 4.03 0.08
H -1.14 -2.14 4.57 0.09
H -2.57 -2.66 2.68 0.08
H 0.07 1.27 3.44 0.12
H 1.03 -0.13 3.07 0.09
H 2.96 1.57 2.55 0.05
H 2.50 1.12 4.16 0.12
H 1.34 3.08 4.62 0.11
H 1.30 3.62 2.96 0.05
H 3.32 4.64 3.08 0.11
H 3.05 4.56 4.79 0.11
H 4.38 2.39 4.62 0.11
H 5.58 0.94 3.57 0.07
H 5.36 1.21 1.83 0.08
H 6.86 1.69 2.58 0.08
H -1.54 0.55 1.41 0.08
H -0.70 3.08 2.34 0.09
H -2.23 2.29 2.50 0.13
H -1.72 3.29 -0.23 0.07
H -2.02 4.50 1.04 0.12
H -3.72 2.33 0.57 0.05
H -1.56 -2.28 -1.26 0.09
H -3.45 -1.51 -2.02 0.07
H -2.44 1.14 -1.01 0.02
H -3.98 0.31 -0.76 0.09
H -2.55 -0.33 0.01 0.06
H -0.12 -0.27 -3.93 0.05
H 2.46 -0.07 -2.44 0.07
H 3.42 1.54 -3.98 0.06
H 1.84 2.09 -4.47 0.07
H 2.40 2.29 -2.77 0.02
C 0.05 5.57 -3.51 -0.16
C -1.14 5.83 -4.43 -0.16
C -2.13 4.77 -3.95 -0.21
O -1.87 4.59 -2.56 -0.20
C -0.64 5.22 -2.20 -0.24
H 0.73 6.42 -3.42 0.11
H 0.62 4.72 -3.88 0.10
H -1.54 6.83 -4.26 0.11
H -0.91 5.74 -5.49 0.11
H -1.97 3.82 -4.47 0.10
H -3.17 5.07 -4.08 0.12
H -0.86 6.12 -1.61 0.12
H -0.07 4.53 -1.59 0.03
C -5.74 -5.13 0.80 -0.17
C -4.88 -4.41 -0.24 -0.16
C -4.95 -2.97 0.26 -0.20
O -5.08 -3.04 1.68 -0.15
C -5.37 -4.38 2.08 -0.20
H -5.54 -6.20 0.87 0.11
H -6.80 -4.99 0.57 0.11
H -3.85 -4.77 -0.20 0.11
H -5.24 -4.52 -1.26 0.11
H -5.82 -2.45 -0.14 0.12
H -4.06 -2.40 0.03 0.08
H -4.49 -4.82 2.55 0.11
H -6.18 -4.36 2.81 0.12
```

=====

Entry from the Open Molecules 2025 dataset: a structure of composition C34H65InN2O3SSbSi6 (the ωB97M-V functional and the def2-TZVPD basis).

HOMO-LUMO gap ... 6.86 eV
Charge ... +1
HOMO level ... -10.31 eV
ΔE to the lowest compared entry with this formula, charge and spin ... 0.5058 eV

XYZ file:
```
113
Properties=species:S:1:pos:R:3:lowdin_charge:R:1
In -1.08 0.56 -0.47 0.91
O -3.20 -1.52 0.34 -0.37
S -3.74 -0.63 1.36 0.67
O -5.06 -0.08 1.34 -0.26
N -2.49 0.54 1.29 -0.16
C -2.27 1.61 2.08 -0.30
C -3.04 2.03 3.18 0.00
C -2.93 3.28 3.72 -0.09
C -2.03 4.21 3.30 -0.02
C -1.09 3.81 2.27 -0.13
C -0.20 4.76 1.69 0.04
C 0.68 4.33 0.72 -0.03
C 0.67 3.01 0.32 -0.12
N -0.21 2.12 0.85 0.01
C -1.22 2.52 1.72 -0.16
C -3.51 -1.53 2.91 -0.25
C -2.56 -2.56 3.06 -0.06
C -2.36 -3.07 4.33 -0.08
C -3.02 -2.53 5.46 -0.04
C -4.08 -1.62 5.23 -0.06
C -4.31 -1.11 3.96 -0.09
H -3.86 1.38 3.50 0.10
H -3.57 3.55 4.57 0.12
H -2.08 5.22 3.76 0.13
H -0.23 5.77 2.01 0.12
H 1.37 5.03 0.28 0.12
H 1.33 2.57 -0.37 0.09
H -2.02 -2.98 2.21 0.09
H -1.62 -3.87 4.44 0.11
H -2.68 -2.89 6.44 0.11
H -4.75 -1.35 6.03 0.11
H -5.19 -0.48 3.73 0.12
C 2.13 2.92 -3.41 -0.12
O 1.21 2.08 -2.67 -0.34
Si 0.33 1.00 -3.71 0.35
C 1.37 -0.55 -3.72 -0.14
C 0.25 1.74 -5.41 -0.14
C -1.31 0.78 -2.82 -0.48
Si -2.51 2.30 -2.89 0.41
C -3.23 2.25 -4.66 -0.16
C -1.68 3.96 -2.65 -0.16
C -3.90 2.31 -1.61 -0.17
Si -2.17 -0.80 -3.34 0.38
C -1.82 -1.06 -5.19 -0.16
C -1.52 -2.42 -2.54 -0.16
C -4.06 -0.75 -3.03 -0.16
H 3.09 2.67 -2.99 0.07
H 1.84 3.99 -3.14 0.11
H 2.11 2.71 -4.47 0.05
H 2.45 -0.34 -3.91 0.05
H 1.10 -1.26 -4.46 0.01
H 1.23 -1.07 -2.76 0.02
H 1.19 1.75 -5.96 0.05
H -0.12 2.74 -5.27 0.04
H -0.47 1.16 -5.97 0.02
H -2.42 2.28 -5.41 0.02
H -3.98 3.03 -4.87 0.04
H -3.80 1.31 -4.85 0.03
H -1.25 4.29 -3.59 0.03
H -0.88 3.95 -1.91 0.02
H -2.40 4.76 -2.41 0.06
H -4.68 2.95 -2.04 0.05
H -3.42 2.84 -0.76 0.03
H -4.28 1.36 -1.20 0.02
H -0.87 -1.55 -5.32 0.02
H -1.93 -0.21 -5.84 0.01
H -2.54 -1.84 -5.43 0.04
H -2.30 -3.12 -2.85 0.04
H -1.52 -2.35 -1.45 -0.01
H -0.53 -2.71 -3.01 0.05
H -4.50 0.19 -3.25 -0.01
H -4.28 -0.98 -1.97 0.03
H -4.48 -1.59 -3.63 0.06
C 2.62 1.46 3.35 -0.21
Si 2.27 -0.38 3.18 0.29
C 0.66 -0.72 4.08 -0.23
C 3.67 -1.26 4.08 -0.20
Sb 1.92 -1.20 0.76 0.84
Si 4.48 -0.91 -0.14 0.39
C 5.76 -1.92 0.78 -0.21
C 4.64 0.98 0.27 -0.22
C 4.53 -1.08 -2.00 -0.22
Si 2.14 -3.77 1.04 0.25
C 0.41 -4.32 1.37 -0.26
C 3.24 -4.30 2.45 -0.21
C 2.74 -4.44 -0.62 -0.22
H 2.02 2.07 2.65 0.01
H 3.70 1.69 3.21 0.04
H 2.32 1.72 4.33 0.02
H 0.79 -0.41 5.13 0.04
H 0.46 -1.80 4.19 0.02
H -0.24 -0.25 3.68 0.02
H 4.21 -0.54 4.63 0.02
H 4.35 -1.80 3.40 0.00
H 3.25 -1.96 4.79 0.04
H 5.95 -1.45 1.78 0.04
H 6.66 -1.83 0.11 0.06
H 5.48 -2.95 0.96 0.01
H 5.27 1.26 1.10 0.02
H 3.63 1.39 0.48 -0.01
H 5.01 1.46 -0.61 0.01
H 5.55 -0.80 -2.28 0.04
H 3.82 -0.32 -2.40 0.02
H 4.32 -2.09 -2.28 0.02
H 0.07 -4.22 2.44 0.03
H 0.33 -5.40 1.11 0.05
H -0.25 -3.74 0.64 0.03
H 2.53 -4.45 3.29 0.04
H 3.96 -3.52 2.76 -0.01
H 3.87 -5.20 2.26 0.06
H 2.26 -4.04 -1.54 0.04
H 2.68 -5.53 -0.63 0.03
H 3.82 -4.19 -0.71 0.02
```

=====

Entry from the Open Molecules 2025 dataset: a structure of composition C34H66Br6F3NiO14S6 (the ωB97M-V functional and the def2-TZVPD basis).

HOMO-LUMO gap (alpha / beta) ... 4.34 / 4.37 eV
Charge ... +1
HOMO level (alpha / beta) ... -11.27 / -11.27 eV
Spin multiplicity ... 3
ΔE to the lowest compared entry with this formula, charge and spin ... 9.0692 eV

XYZ file:
```
130
Properties=species:S:1:pos:R:3:mulliken_spin:R:1
Ni -1.58 -1.85 -6.88 1.00
C 1.31 -0.18 -0.77 -0.03
O 0.44 -0.64 0.28 0.03
O 0.50 -0.56 -1.91 0.94
C 1.56 1.31 -0.56 0.01
F 0.71 2.17 -1.09 0.00
F 1.65 1.59 0.72 0.00
F 2.78 1.63 -1.02 0.00
C 1.03 -1.25 1.44 0.01
C -0.01 -1.55 2.52 0.00
H -0.53 -0.73 3.02 0.00
H -0.74 -2.30 2.21 0.00
H 0.45 -1.86 3.45 0.00
H 1.87 -0.68 1.83 0.00
H 1.56 -2.17 1.21 0.00
H 2.33 -0.54 -0.92 0.04
C -9.36 -4.01 3.97 0.00
C -7.89 -3.81 4.39 0.00
C -7.41 -5.16 5.06 0.00
S -8.39 -6.42 4.01 0.00
O -9.43 -7.07 4.84 0.00
O -7.47 -7.18 3.19 0.00
C -9.32 -5.25 3.06 0.00
H -9.70 -3.18 3.34 0.00
H -10.08 -4.14 4.78 0.00
H -7.91 -2.98 5.10 0.00
H -7.24 -3.47 3.59 0.00
H -7.67 -5.30 6.11 0.00
H -6.36 -5.40 4.89 0.00
H -10.18 -5.64 2.52 0.00
H -8.67 -4.92 2.24 0.00
C 1.26 4.94 6.80 0.00
C 0.01 4.74 5.91 0.00
C -0.45 6.11 5.35 0.00
S 1.05 7.21 5.38 0.00
O 0.83 8.16 6.48 0.00
O 1.57 7.65 4.08 0.00
C 2.19 5.94 6.01 0.00
H 1.76 3.99 6.96 0.00
H 0.99 5.32 7.78 0.00
H -0.83 4.38 6.49 0.00
H 0.26 4.06 5.09 0.00
H -1.26 6.58 5.90 0.00
H -0.74 6.04 4.30 0.00
H 2.99 6.50 6.50 0.00
H 2.71 5.39 5.22 0.00
C 8.37 -1.05 1.98 0.00
C 8.78 -2.54 1.98 0.00
C 7.94 -3.24 3.09 0.00
S 7.94 -2.05 4.49 0.00
O 9.17 -2.13 5.26 0.00
O 6.60 -2.05 5.12 0.00
C 8.12 -0.59 3.38 0.00
H 7.53 -0.94 1.29 0.00
H 9.24 -0.52 1.60 0.00
H 9.82 -2.84 2.10 0.00
H 8.62 -2.98 1.00 0.00
H 8.14 -4.20 3.56 0.00
H 6.93 -3.37 2.71 0.00
H 8.86 0.05 3.86 0.00
H 7.16 -0.09 3.55 0.00
C -7.96 0.83 -2.04 0.00
C -6.97 1.66 -1.14 0.00
C -5.68 1.67 -1.90 0.00
S -6.09 1.99 -3.66 0.00
O -5.45 0.99 -4.52 0.00
O -5.96 3.40 -4.00 0.00
C -7.87 1.37 -3.46 0.00
H -8.96 0.77 -1.63 0.00
H -7.63 -0.21 -2.18 0.00
H -6.94 1.29 -0.11 0.00
H -7.51 2.60 -1.06 0.00
H -5.28 0.66 -1.90 0.00
H -4.93 2.43 -1.64 0.00
H -7.99 0.64 -4.26 0.00
H -8.54 2.22 -3.56 0.00
C -3.58 -9.34 -4.52 0.00
C -2.11 -9.06 -4.13 0.00
C -2.03 -8.11 -2.96 0.00
S -3.53 -6.98 -3.14 0.00
O -3.26 -5.97 -4.19 0.00
O -3.99 -6.51 -1.83 0.00
C -4.63 -8.42 -3.67 0.00
H -3.64 -10.41 -4.31 0.00
H -3.87 -9.27 -5.56 0.00
H -1.60 -8.60 -4.98 0.00
H -1.63 -10.03 -4.00 0.00
H -1.16 -7.48 -2.77 0.00
H -2.37 -8.63 -2.07 0.00
H -5.51 -8.09 -4.23 0.00
H -4.95 -8.90 -2.75 0.00
C 3.00 4.75 -8.20 0.00
C 3.75 3.48 -8.39 0.00
C 3.35 2.87 -9.78 0.00
S 1.56 3.14 -9.90 0.00
O 0.84 2.18 -9.05 0.00
O 1.16 3.44 -11.32 0.00
C 1.61 4.69 -8.92 0.00
H 3.58 5.61 -8.53 0.00
H 2.88 4.88 -7.12 0.00
H 3.55 2.81 -7.56 0.00
H 4.83 3.56 -8.25 0.00
H 3.63 1.83 -9.97 0.00
H 3.66 3.53 -10.58 0.00
H 0.69 4.69 -8.32 0.00
H 1.70 5.44 -9.70 0.00
Br 2.81 -7.79 8.00 0.00
C 2.65 -7.97 6.03 0.00
C 3.15 -9.40 5.75 0.00
Br 2.84 -9.70 3.77 0.00
H 3.32 -7.21 5.63 0.00
H 1.59 -7.90 5.79 0.00
H 2.45 -10.02 6.31 0.00
H 4.17 -9.64 6.03 0.00
Br 8.60 6.94 -1.18 0.00
C 8.24 6.30 0.68 0.00
C 8.86 7.25 1.67 0.00
Br 10.68 6.59 2.08 0.00
H 8.68 5.31 0.84 0.00
H 7.18 6.21 0.87 0.00
H 8.31 7.30 2.61 0.00
H 8.96 8.24 1.22 0.00
Br 1.58 11.39 -4.39 0.00
C -0.25 11.40 -3.59 0.00
C -0.39 9.98 -2.98 0.00
Br -2.05 9.65 -1.90 0.00
H -1.03 11.66 -4.30 0.00
H -0.36 12.18 -2.84 0.00
H 0.47 9.69 -2.37 0.00
H -0.45 9.23 -3.76 0.00
```

=====

Entry from the Open Molecules 2025 dataset: a cluster of 3 separate species, C34H68BBr2F9N3O11P2S in total (the ωB97M-V functional and the def2-TZVPD basis).

HOMO-LUMO gap ... 6.76 eV
Charge ... -1
HOMO level ... -4.72 eV

XYZ file:
```
131
Properties=species:S:1:pos:R:3:lowdin_charge:R:1
C -0.02 3.17 0.94 -0.11
C 0.49 2.95 -0.50 -0.26
C -0.64 2.88 -1.53 -0.23
C -1.59 1.67 -1.40 -0.09
B -1.65 0.82 -2.81 -0.79
C -2.60 1.75 -3.81 -0.13
C -4.06 1.32 -3.71 -0.23
C -5.01 2.48 -4.08 -0.19
C -6.50 2.13 -4.10 -0.08
C -7.14 1.91 -2.72 -0.47
F -6.30 2.33 -1.75 0.12
F -8.29 2.63 -2.66 0.10
C -7.49 0.40 -2.53 -0.42
F -8.58 0.15 -3.29 0.11
F -6.51 -0.39 -2.98 0.13
S -7.88 -0.17 -0.75 0.78
F -6.37 0.06 -0.35 -0.11
F -8.28 1.30 -0.31 -0.13
F -9.42 -0.45 -1.08 -0.15
F -7.57 -1.68 -1.14 -0.14
F -8.16 -0.65 0.74 -0.13
O -2.29 -0.54 -2.70 -0.01
C -1.47 -1.58 -3.19 -0.35
C -1.80 -2.76 -2.22 -0.09
C -0.75 -3.80 -1.95 -0.25
N -0.88 -5.04 -2.16 0.09
C -2.15 -1.93 -4.56 -0.56
Br -1.77 -0.69 -6.02 0.87
C -1.94 -3.40 -5.05 -0.72
C -1.49 -3.65 -6.48 -0.24
Br -3.67 -4.36 -4.88 0.69
C -0.03 -0.92 -3.16 -0.34
C 0.77 -0.95 -1.82 -0.11
N 0.02 -1.06 -0.56 -0.07
C 0.73 -0.46 0.57 -0.10
N 0.88 -1.30 -4.26 -0.04
C 1.29 -2.70 -4.29 -0.03
C 1.97 -0.41 -4.46 -0.46
C 1.72 0.76 -5.37 0.01
O 3.07 -0.61 -3.98 0.07
O -0.32 0.43 -3.37 0.00
H 0.27 4.16 1.28 0.05
H 0.47 2.45 1.60 0.05
H -1.10 3.05 0.98 0.07
H 1.10 3.82 -0.77 0.09
H 1.16 2.09 -0.60 0.08
H -0.24 2.96 -2.55 0.10
H -1.23 3.80 -1.38 0.10
H -2.60 2.07 -1.26 0.09
H -1.39 1.06 -0.51 0.08
H -2.57 2.81 -3.50 0.09
H -2.28 1.76 -4.86 0.05
H -4.29 1.04 -2.68 0.10
H -4.27 0.50 -4.40 0.10
H -4.76 2.75 -5.11 0.12
H -4.80 3.37 -3.48 0.11
H -6.69 1.28 -4.76 0.13
H -7.03 2.97 -4.53 0.12
H -2.71 -3.27 -2.51 0.08
H -2.02 -2.26 -1.27 0.13
H 0.22 -3.48 -1.56 0.09
H -1.80 -5.24 -2.54 0.02
H -3.20 -1.80 -4.37 0.06
H -1.27 -3.95 -4.40 0.04
H -1.39 -4.73 -6.60 0.07
H -0.50 -3.23 -6.68 0.06
H -2.23 -3.34 -7.22 0.05
H 1.56 -1.72 -1.84 0.09
H 1.29 0.00 -1.79 0.12
H -0.09 -2.03 -0.30 0.07
H 1.78 -0.25 0.35 0.07
H 0.21 0.43 0.93 0.05
H 0.74 -1.16 1.41 0.08
H 2.23 -2.77 -4.85 0.10
H 0.57 -3.33 -4.80 0.06
H 1.50 -3.14 -3.31 0.07
H 2.55 1.46 -5.28 0.08
H 0.76 1.21 -5.17 0.07
H 1.76 0.36 -6.39 0.09
O 7.44 -2.56 -0.09 -0.23
P 6.53 -2.50 1.06 0.41
O 6.13 -3.97 1.56 -0.18
C 7.00 -5.08 1.38 -0.27
C 8.02 -5.23 2.49 -0.08
O 5.11 -1.96 0.57 -0.18
C 4.88 -1.53 -0.79 -0.26
C 4.34 -2.65 -1.64 -0.07
O 6.53 -1.64 2.39 -0.16
C 6.94 -2.08 3.68 -0.26
C 8.43 -1.88 3.91 -0.07
H 7.51 -5.02 0.41 0.11
H 6.36 -5.97 1.35 0.12
H 8.70 -4.38 2.52 0.06
H 8.62 -6.13 2.34 0.08
H 7.53 -5.31 3.46 0.08
H 5.79 -1.12 -1.21 0.11
H 4.15 -0.72 -0.73 0.11
H 4.95 -3.56 -1.56 0.08
H 4.31 -2.34 -2.69 0.06
H 3.33 -2.92 -1.33 0.06
H 6.63 -3.11 3.86 0.10
H 6.38 -1.47 4.38 0.12
H 9.02 -2.29 3.08 0.06
H 8.74 -2.36 4.84 0.08
H 8.66 -0.82 3.98 0.08
O -0.15 2.52 5.30 -0.22
P 0.16 3.19 6.56 0.42
O -0.85 4.40 6.86 -0.18
C -2.19 4.38 6.35 -0.27
C -3.16 3.65 7.26 -0.07
O 1.54 4.00 6.38 -0.19
C 2.27 3.92 5.15 -0.28
C 1.90 5.04 4.21 -0.07
O 0.54 2.66 8.00 -0.16
C -0.34 2.58 9.13 -0.26
C -1.12 1.28 9.16 -0.07
H -2.22 3.96 5.35 0.11
H -2.49 5.43 6.27 0.12
H -2.90 2.60 7.34 0.06
H -4.17 3.73 6.87 0.08
H -3.15 4.08 8.27 0.08
H 2.13 2.95 4.68 0.11
H 3.33 4.00 5.42 0.11
H 0.82 5.11 4.08 0.07
H 2.35 4.89 3.23 0.08
H 2.24 6.00 4.60 0.07
H -1.00 3.45 9.17 0.10
H 0.31 2.64 10.00 0.12
H -1.59 1.07 8.21 0.07
H -1.88 1.31 9.94 0.08
H -0.45 0.44 9.38 0.08
```